No. 1
Below is 15 unconnected molecules or ions with the total composition C99H222N12O15 at a distorted geometry, with properties calculated with the ωB97M-V functional and the def2-TZVPD basis.

Its max |F| is 4.369 eV Å⁻¹. Its lowest unoccupied orbital energy is 0.186 eV.

The geometry in ORCA input format:
```
! RIJCOSX wB97M-V def2-TZVPD def2/J DEFGRID3
* xyz 0 1
C 2.01 2.61 -1.78
C 2.84 2.56 -0.48
O 3.66 1.43 -0.32
H 1.43 3.52 -1.91
H 1.29 1.80 -1.81
H 2.55 2.53 -2.73
H 2.20 2.58 0.40
H 3.52 3.42 -0.49
H 3.87 1.35 0.61
C -1.20 -0.46 1.38
C -1.18 0.50 0.24
O -0.91 -0.13 -0.97
H -1.78 -1.38 1.42
H -1.65 0.13 2.18
H -0.19 -0.82 1.58
H -0.41 1.28 0.28
H -2.14 1.00 0.14
H 0.04 -0.29 -0.98
C 2.03 5.70 0.76
C 3.19 6.54 1.31
O 3.28 6.17 2.68
H 2.20 4.63 0.86
H 1.87 5.80 -0.31
H 1.13 5.99 1.29
H 2.98 7.61 1.38
H 4.12 6.24 0.82
H 3.63 6.88 3.22
C 0.20 -1.96 4.47
C -1.03 -2.48 5.23
C -2.19 -2.41 4.15
C -3.50 -2.99 4.60
C -3.32 -4.40 4.99
C -2.19 -4.62 6.08
N -0.94 -3.88 5.66
O 0.16 -4.20 6.42
C -2.76 -4.19 7.47
C -1.85 -6.11 6.06
C -1.21 -1.47 6.42
H 1.05 -2.20 5.11
H 0.37 -0.88 4.43
H 0.25 -2.46 3.51
H -2.30 -1.36 3.87
H -1.88 -2.90 3.23
H -4.18 -2.95 3.75
H -4.02 -2.43 5.38
H -3.01 -4.88 4.06
H -4.25 -4.87 5.31
H -3.58 -3.50 7.29
H -3.09 -4.98 8.14
H -2.02 -3.58 8.00
H -1.08 -6.33 6.79
H -2.74 -6.72 6.21
H -1.44 -6.37 5.08
H -1.27 -0.45 6.04
H -0.34 -1.36 7.05
H -2.09 -1.69 7.03
H 0.77 -4.55 5.78
C 1.15 1.26 -9.25
C -0.08 1.72 -8.48
C -0.78 0.53 -7.66
C -0.10 0.13 -6.37
C 0.11 1.36 -5.52
C 0.80 2.58 -6.18
N 0.24 2.88 -7.54
O 0.72 4.05 -8.18
C 0.54 3.71 -5.19
C 2.32 2.26 -6.19
C -1.21 2.25 -9.41
H 1.87 0.68 -8.67
H 1.62 2.10 -9.77
H 0.80 0.55 -10.00
H -1.82 0.80 -7.47
H -0.83 -0.32 -8.35
H 0.84 -0.37 -6.60
H -0.70 -0.63 -5.86
H 0.68 1.03 -4.65
H -0.87 1.63 -5.14
H 0.77 3.46 -4.16
H 1.00 4.64 -5.53
H -0.54 3.81 -5.05
H 2.63 1.27 -6.54
H 2.93 2.99 -6.72
H 2.57 2.34 -5.13
H -2.02 2.84 -9.00
H -1.58 1.42 -10.01
H -0.66 2.96 -10.03
H -0.07 4.57 -8.30
C 2.68 5.45 5.88
C 2.80 3.95 5.98
C 2.20 3.41 7.31
C 0.68 3.33 7.38
C 0.21 2.59 6.16
C 0.66 3.08 4.77
N 2.12 3.24 4.82
O 2.60 3.61 3.63
C 0.31 2.07 3.72
C -0.15 4.25 4.39
C 4.30 3.49 5.94
H 1.68 5.90 5.92
H 3.29 5.94 5.12
H 3.18 5.86 6.76
H 2.62 2.40 7.37
H 2.54 3.99 8.16
H 0.20 4.31 7.38
H 0.39 2.77 8.27
H -0.88 2.65 6.24
H 0.44 1.53 6.30
H -0.67 1.60 3.80
H 0.50 2.43 2.71
H 0.97 1.21 3.75
H -0.08 5.03 5.14
H 0.37 4.61 3.50
H -1.21 4.04 4.24
H 4.81 3.95 5.10
H 4.44 2.42 5.80
H 4.90 3.69 6.83
H 2.60 4.57 3.65
C -5.56 7.84 -1.28
C -4.45 6.86 -1.18
C -4.29 6.24 -2.60
C -3.06 5.51 -2.98
C -1.80 6.33 -2.68
C -1.85 6.93 -1.21
N -3.22 7.60 -0.86
O -3.17 8.20 0.36
C -1.51 5.84 -0.22
C -0.73 8.00 -1.13
C -4.79 5.71 -0.19
H -5.17 8.76 -1.71
H -6.01 7.97 -0.29
H -6.42 7.43 -1.82
H -5.17 5.66 -2.88
H -4.30 7.08 -3.30
H -3.08 5.34 -4.05
H -3.01 4.52 -2.53
H -1.52 7.11 -3.38
H -1.01 5.58 -2.65
H -0.49 5.46 -0.28
H -1.73 6.00 0.83
H -2.14 4.98 -0.49
H -0.33 8.13 -0.13
H 0.16 7.56 -1.60
H -0.92 8.95 -1.63
H -5.87 5.66 -0.13
H -4.43 5.99 0.80
H -4.42 4.71 -0.43
H -3.33 9.14 0.28
C 3.37 -1.01 -3.66
C 2.86 -2.16 -2.81
C 3.92 -3.27 -2.99
C 3.87 -4.42 -1.95
C 3.84 -3.82 -0.56
C 2.79 -2.72 -0.26
N 2.80 -1.70 -1.37
O 1.89 -0.60 -1.25
C 1.46 -3.47 -0.02
C 3.13 -2.02 1.05
C 1.51 -2.71 -3.31
H 4.20 -0.48 -3.18
H 2.59 -0.26 -3.76
H 3.75 -1.28 -4.65
H 3.95 -3.63 -4.02
H 4.90 -2.81 -2.87
H 4.70 -5.12 -2.09
H 2.94 -4.97 -2.08
H 4.77 -3.34 -0.24
H 3.71 -4.60 0.18
H 1.54 -4.13 0.85
H 0.66 -2.79 0.27
H 1.11 -4.10 -0.83
H 2.62 -1.08 1.24
H 2.95 -2.69 1.88
H 4.17 -1.69 0.94
H 1.58 -2.95 -4.37
H 0.66 -2.05 -3.19
H 1.20 -3.64 -2.83
H 2.53 0.08 -1.04
C -4.75 -0.40 -7.23
C -5.53 0.21 -6.00
C -4.72 0.13 -4.71
C -3.69 1.26 -4.64
C -4.26 2.64 -4.64
C -5.09 2.77 -5.99
N -6.02 1.62 -6.24
O -6.82 1.78 -7.36
C -5.89 4.09 -5.91
C -4.01 3.02 -7.17
C -6.76 -0.63 -5.71
H -5.47 -0.66 -8.00
H -4.24 -1.32 -6.98
H -4.12 0.32 -7.76
H -5.31 0.24 -3.80
H -4.26 -0.83 -4.50
H -2.94 1.18 -5.43
H -3.06 1.14 -3.76
H -3.37 3.28 -4.72
H -4.90 2.82 -3.78
H -5.21 4.93 -5.87
H -6.41 4.21 -6.86
H -6.64 4.17 -5.13
H -4.60 3.31 -8.04
H -3.28 3.82 -7.04
H -3.41 2.14 -7.36
H -6.48 -1.65 -5.44
H -7.36 -0.86 -6.59
H -7.41 -0.23 -4.93
H -6.22 1.68 -8.10
C -0.67 -6.24 -6.76
C 0.18 -5.34 -5.86
C 1.34 -6.10 -5.14
C 2.50 -6.48 -6.14
C 2.93 -5.29 -6.91
C 1.82 -4.39 -7.62
N 0.73 -4.16 -6.61
O -0.33 -3.29 -7.07
C 2.54 -3.01 -8.02
C 1.40 -5.07 -8.91
C -0.78 -4.77 -4.76
H -1.31 -5.68 -7.44
H -1.31 -6.85 -6.12
H -0.09 -6.97 -7.33
H 1.61 -5.53 -4.24
H 1.00 -7.05 -4.73
H 2.23 -7.21 -6.90
H 3.38 -6.84 -5.60
H 3.58 -5.59 -7.73
H 3.52 -4.70 -6.20
H 1.75 -2.30 -8.28
H 3.06 -2.63 -7.14
H 3.28 -3.18 -8.80
H 1.20 -6.15 -8.92
H 0.58 -4.53 -9.37
H 2.14 -5.14 -9.70
H -1.31 -5.61 -4.31
H -1.49 -4.06 -5.18
H -0.31 -4.19 -3.97
H -0.35 -2.67 -6.33
C -6.20 -2.32 -1.93
C -5.22 -2.18 -0.72
C -5.95 -2.85 0.52
C -5.84 -4.39 0.62
C -4.46 -4.84 0.48
C -3.74 -4.36 -0.83
N -3.91 -2.85 -0.89
O -3.10 -2.26 -1.89
C -2.21 -4.74 -0.70
C -4.34 -5.06 -2.08
C -4.92 -0.74 -0.30
H -6.62 -1.33 -2.07
H -5.66 -2.57 -2.85
H -7.04 -3.00 -1.75
H -5.60 -2.38 1.44
H -7.00 -2.58 0.45
H -6.19 -4.82 1.56
H -6.43 -4.79 -0.21
H -4.51 -5.92 0.55
H -3.90 -4.49 1.35
H -2.07 -5.81 -0.54
H -1.86 -4.28 0.22
H -1.56 -4.50 -1.54
H -5.37 -4.80 -2.31
H -4.44 -6.13 -1.92
H -3.77 -4.85 -2.99
H -4.24 -0.75 0.55
H -4.37 -0.20 -1.07
H -5.84 -0.22 -0.02
H -2.46 -1.83 -1.31
C 3.26 -0.82 7.93
C 4.38 -1.33 6.96
C 5.65 -0.55 7.41
C 6.87 -1.16 6.78
C 6.99 -2.62 7.14
C 5.81 -3.49 6.69
N 4.59 -2.78 7.21
O 3.38 -3.51 7.02
C 5.80 -3.71 5.11
C 5.89 -4.93 7.41
C 4.00 -0.99 5.46
H 3.31 0.27 8.05
H 3.35 -1.32 8.89
H 2.27 -1.04 7.51
H 5.62 0.51 7.15
H 5.78 -0.44 8.49
H 7.79 -0.62 7.00
H 6.97 -1.06 5.70
H 7.09 -2.61 8.22
H 7.84 -3.17 6.73
H 6.22 -2.87 4.55
H 6.40 -4.58 4.85
H 4.79 -3.91 4.73
H 5.11 -5.58 7.01
H 6.85 -5.45 7.43
H 5.76 -4.84 8.48
H 4.85 -1.11 4.79
H 3.65 0.04 5.37
H 3.26 -1.68 5.05
H 3.07 -3.65 7.92
C -4.06 2.83 3.19
C -3.97 3.91 4.21
C -3.52 5.32 3.58
O -3.39 6.23 4.70
C -2.62 7.30 4.28
N -5.23 4.05 4.85
H -4.91 3.02 2.52
H -4.15 1.80 3.56
H -3.10 2.72 2.68
H -3.28 3.53 4.97
H -4.25 5.68 2.85
H -2.57 5.22 3.06
H -3.01 7.66 3.33
H -1.60 6.98 4.07
H -2.58 8.14 4.97
H -5.96 4.32 4.19
H -5.07 4.96 5.27
C 3.10 -7.02 4.33
C 2.25 -5.99 3.57
C 0.90 -6.46 3.06
O 1.10 -7.64 2.26
C -0.14 -8.36 2.06
N 2.04 -4.91 4.52
H 4.10 -6.73 4.65
H 3.26 -7.83 3.61
H 2.49 -7.30 5.20
H 2.89 -5.55 2.81
H 0.41 -5.67 2.49
H 0.26 -6.74 3.89
H -0.92 -7.66 1.74
H -0.50 -8.79 2.99
H 0.05 -9.21 1.41
H 2.92 -4.74 4.99
H 1.87 -3.97 4.19
C 6.44 0.82 2.21
C 5.50 1.98 2.60
C 5.80 3.31 1.83
O 6.97 3.94 2.34
C 7.38 5.13 1.72
N 4.17 1.46 2.33
H 6.25 -0.14 2.69
H 7.51 1.07 2.25
H 6.37 0.68 1.14
H 5.45 2.15 3.67
H 5.00 4.04 1.86
H 5.93 3.11 0.76
H 6.79 5.89 2.24
H 7.18 5.20 0.65
H 8.41 5.41 1.96
H 3.52 2.20 2.57
H 4.03 0.70 2.97
*
```

Mulliken atomic charge list, values in e, 5 entries: C -1.146; C 1.449; O -0.497; H -0.083; H 0.023

***

No. 2
Below is a molecular structure, C9H10 at a distorted geometry, with properties calculated with the ωB97M-V functional and the def2-TZVPD basis.

Its max |F| is 12.968 eV Å⁻¹. Its lowest unoccupied orbital energy is 0.969 eV.

The geometry in ORCA input format:
```
! RIJCOSX wB97M-V def2-TZVPD def2/J DEFGRID3
* xyz 0 1
C -1.19 -0.94 -2.24
C -0.19 0.00 -2.41
C 0.91 0.11 -1.50
C 0.53 0.24 -0.10
C -0.05 1.37 0.55
C -0.43 1.45 1.85
C -0.26 0.35 2.64
C 0.26 -0.83 2.10
C 0.68 -0.82 0.78
H -1.22 -1.57 -1.00
H -1.88 -1.21 -2.80
H -0.39 0.51 -3.37
H 1.70 -0.62 -1.55
H 1.59 0.88 -2.08
H -0.05 2.21 -0.03
H -0.71 2.24 2.25
H -0.60 0.56 3.65
H 0.26 -1.92 2.88
H 1.03 -1.99 0.38
*
```

Mulliken atomic charge list, values in e, 5 entries: C -0.734; C -0.194; C -0.869; C 0.133; C -0.179

***

No. 3
Below is 2 unconnected molecules or ions with the total composition C9H10BrN3O at a distorted geometry, with properties calculated with the ωB97M-V functional and the def2-TZVPD basis.

Its max |F| is 4.650 eV Å⁻¹. Its lowest unoccupied orbital energy is 0.262 eV.

The geometry in ORCA input format:
```
! RIJCOSX wB97M-V def2-TZVPD def2/J DEFGRID3
* xyz 0 1
C 1.06 1.97 0.33
C 1.14 2.51 1.59
C 2.92 0.69 1.01
C 1.90 0.96 0.00
C -4.04 -1.02 -1.06
C 1.79 0.11 -1.24
C -3.73 0.20 -0.89
C 0.46 -2.33 0.21
C -0.12 -1.41 -0.77
N 2.07 2.16 2.46
N 2.95 1.23 2.23
N 0.58 -0.52 -1.31
O 2.66 -0.01 -2.05
Br -3.00 0.99 0.71
H 0.19 2.21 -0.21
H 0.45 3.41 1.82
H 3.65 -0.14 0.83
H -3.77 -1.71 -0.31
H -4.32 -1.28 -2.04
H 0.05 -3.26 0.15
H 1.48 -2.42 0.07
H 0.43 -1.95 1.21
H -1.14 -1.48 -1.19
H -3.67 1.08 -1.58
*
```

Mulliken atomic charge list, values in e, 5 entries: C -0.117; C -0.256; C -0.178; C 0.475; C -0.614

***

No. 4
Below is 6 unconnected molecules or ions with the total composition C9H10Cl20N5 at a distorted geometry, with properties calculated with the ωB97M-V functional and the def2-TZVPD basis.

Its max |F| is 7.131 eV Å⁻¹. Its lowest unoccupied orbital energy is -3.358 eV.

The geometry in ORCA input format:
```
! RIJCOSX wB97M-V def2-TZVPD def2/J DEFGRID3
* xyz 1 1
C 2.26 0.77 1.60
C 2.32 2.35 1.37
N 1.18 2.93 0.60
N -0.03 2.46 1.07
C -0.68 2.91 2.27
N -1.87 2.08 2.32
C -1.86 1.24 1.16
N -2.73 0.33 0.71
N -0.67 1.49 0.38
H 2.54 0.27 0.62
H 3.01 0.45 2.41
H 1.24 0.37 1.94
H 3.31 2.57 0.82
H 2.30 2.85 2.41
H 1.29 2.81 -0.42
H -0.33 3.71 2.99
H -2.69 0.08 -0.29
H -3.44 -0.05 1.35
H -0.34 1.06 -0.50
C -0.14 0.09 -3.69
Cl 0.31 -1.44 -4.46
Cl -0.42 1.32 -4.93
Cl -1.63 -0.15 -2.74
Cl 1.17 0.61 -2.60
C 2.28 -4.92 -2.74
Cl 2.80 -5.73 -1.25
Cl 2.38 -3.16 -2.53
Cl 3.34 -5.41 -4.08
Cl 0.61 -5.38 -3.11
C -2.83 -3.71 0.49
Cl -3.42 -5.27 -0.11
Cl -1.68 -3.98 1.82
Cl -2.02 -2.83 -0.82
Cl -4.20 -2.75 1.09
C -4.96 -0.25 4.32
Cl -5.72 0.51 5.73
Cl -4.49 -1.92 4.73
Cl -6.11 -0.27 2.96
Cl -3.51 0.67 3.85
C 4.69 2.66 -2.95
Cl 5.07 1.11 -2.18
Cl 4.23 2.39 -4.64
Cl 3.34 3.43 -2.09
Cl 6.11 3.72 -2.88
*
```

Mulliken atomic charge list, values in e, 5 entries: C -0.771; C -0.348; N -0.661; N 0.536; C -0.016